Computed, not measured: C22H50NO5ReS2Si as an isolated structure at a distorted geometry, with ωB97M-V/def2-TZVPD.

<S²>   0.796
Spin multiplicity   2
Energy relative to the best compared isomer or geometry (same formula, charge and spin)   40.98 kcal/mol
Net charge   +3
Molecular weight   687.1 g mol⁻¹
Orbital gap (spin up / spin down)   6.326 / 6.540 eV
Highest occupied orbital energy (spin up / spin down)   -17.73 / -17.58 eV
DFT total energy   -2462.49278 Eh

The geometry in XYZ format:
```
82
C22H50NO5ReS2Si, DFT ωB97M-V/def2-TZVPD
Re 0.21435 0.85131 0.69902
C -0.08496 -3.98129 0.12091
C 0.62678 -2.67513 0.43458
C 0.66536 -2.40477 1.93122
C 2.02077 -2.63182 -0.17231
O -0.16764 -1.55967 -0.14917
Si -0.81548 -1.45146 -1.64067
S -0.80049 0.98848 -1.23905
O -2.33528 -1.74446 -1.88226
C -3.67682 -1.71237 -1.27680
C -4.51681 -0.79241 -2.14454
C -3.57152 -1.19140 0.15054
C -4.19180 -3.14019 -1.30981
O 0.22427 -1.68324 -2.78612
C 0.24141 -2.08070 -4.21220
C -0.14399 -3.54818 -4.28231
C 1.66418 -1.84162 -4.68219
C -0.74818 -1.20777 -4.96879
H 0.47244 -4.81237 0.55011
H -0.14909 -4.13898 -0.95987
H -1.09340 -3.98985 0.53832
H 1.09888 -3.25122 2.46187
H -0.34289 -2.23822 2.31420
H 1.29409 -1.52844 2.12947
H 2.67063 -3.35021 0.32527
H 2.45049 -1.63258 -0.06143
H 1.98193 -2.86943 -1.23448
H -4.12584 0.22684 -2.13073
H -5.54165 -0.78018 -1.77494
H -4.53431 -1.14671 -3.17424
H -3.17527 -0.17261 0.15026
H -2.91364 -1.83330 0.74195
H -4.56022 -1.18615 0.60759
H -4.22869 -3.51003 -2.33355
H -5.20076 -3.17885 -0.90048
H -3.55229 -3.80007 -0.72156
H 0.56396 -4.16417 -3.72564
H -0.13293 -3.87722 -5.32044
H -1.14842 -3.70487 -3.88325
H 2.36933 -2.47346 -4.14155
H 1.94344 -0.79761 -4.53645
H 1.74131 -2.07506 -5.74295
H -1.76750 -1.39089 -4.62442
H -0.69425 -1.43679 -6.03130
H -0.50377 -0.15230 -4.83234
C 5.09377 2.53689 2.33443
C 5.30024 3.23027 0.98862
C 4.31968 2.76007 -0.08512
S 2.60656 3.06527 0.45634
O 1.96328 1.59765 0.27658
C 1.85797 4.00348 -0.91910
C 0.92020 5.06239 -0.33910
C -0.27176 4.46869 0.40981
H 5.89084 2.80792 3.02347
H 5.11484 1.45050 2.22386
H 4.14886 2.83374 2.79777
H 6.30196 3.00203 0.62211
H 5.24411 4.31386 1.10903
H 4.37984 1.68061 -0.23766
H 4.47155 3.26725 -1.03655
H 1.33453 3.26579 -1.53090
H 2.65896 4.45586 -1.50230
H 0.56734 5.68372 -1.16295
H 1.48198 5.71891 0.32862
H -0.97206 3.98171 -0.27045
H -0.80829 5.25028 0.94482
H 0.06548 3.73485 1.16231
C -1.45428 1.52012 5.60506
N -0.82046 1.10913 4.34679
C 0.61972 0.85832 4.40373
C -1.53802 0.92624 3.27345
C -3.00841 1.13000 3.30321
O -0.98251 0.53520 2.15234
H -0.69041 1.66590 6.36154
H -2.15309 0.76320 5.96134
H -1.99511 2.45785 5.48112
H 0.81121 -0.08744 4.91242
H 1.10643 1.65868 4.95623
H 1.06442 0.80569 3.41253
H -3.48021 0.46002 4.02522
H -3.43359 0.94488 2.32096
H -3.24133 2.15183 3.61095
```

---

Computed, not measured: a 6-piece molecular cluster, C22H50O16P2 overall at a distorted geometry, with ωB97M-V/def2-TZVPD.

<S²>   0.756
Spin multiplicity   2
Net charge   +1
Molecular weight   632.6 g mol⁻¹
Orbital gap (spin up / spin down)   8.127 / 2.828 eV
Highest occupied orbital energy (spin up / spin down)   -12.24 / -12.23 eV
DFT total energy   -2754.55250 Eh

The geometry in XYZ format:
```
90
C22H50O16P2, DFT ωB97M-V/def2-TZVPD
C 4.81819 4.65183 -3.68268
O 3.95901 4.90276 -2.62394
P 3.11801 3.80302 -1.79397
O 2.16758 4.37953 -0.75862
O 2.39331 2.86524 -2.87133
C 1.18283 3.28183 -3.45569
O 4.20430 2.91651 -1.06388
C 4.64928 3.17461 0.24685
H 5.84360 4.80422 -3.34591
H 4.57529 5.42755 -4.40886
H 4.67682 3.65574 -4.10209
H 1.44559 3.94625 -4.27886
H 0.48864 3.63392 -2.69265
H 0.58257 2.46305 -3.85241
H 3.87224 2.78706 0.90572
H 4.96293 4.17110 0.55787
H 5.60381 2.64835 0.25010
C 0.44374 1.55329 3.66778
O 0.57016 0.48441 4.71497
P -0.21966 0.49070 6.13329
O -0.01860 1.80246 6.86384
O 0.26015 -0.85659 6.92517
C 1.07408 -0.67408 8.01958
O -1.66140 0.04373 5.67366
C -1.81776 -1.08957 4.80176
H 0.69477 2.53891 4.05974
H -0.59546 1.61538 3.34478
H 1.03114 1.32782 2.77771
H 1.12731 -1.50937 8.71784
H 0.68142 0.10382 8.67440
H 2.08489 -0.40071 7.71689
H -1.04920 -1.21861 4.03968
H -2.74863 -1.04734 4.23626
H -1.88280 -1.99887 5.39930
O 4.85149 -1.71981 -1.27394
C 3.80985 -2.07019 -1.64477
O 3.46637 -2.21420 -2.88040
C 4.25967 -1.86220 -3.99802
C 3.85140 -2.66566 -5.18945
C 2.83140 -2.61453 -0.66092
H 5.32043 -2.04895 -3.83059
H 4.09298 -0.79277 -4.12701
H 4.54029 -2.60082 -6.03167
H 2.87184 -2.45298 -5.61763
H 3.84652 -3.74884 -5.06780
H 2.42637 -3.56508 -1.00808
H 2.01297 -1.91185 -0.50435
H 3.38656 -2.73262 0.26965
O -2.34421 0.61656 0.15345
C -1.57581 1.26890 -0.52030
O -0.28252 1.21140 -0.66217
C 0.57792 0.36564 0.15441
C 2.00147 0.95066 -0.02393
C -2.26740 2.16209 -1.56560
H 0.42324 -0.64140 -0.23293
H 0.25750 0.39160 1.19593
H 2.08589 2.01054 0.21614
H 2.18612 0.81067 -1.08902
H 2.58289 0.44798 0.74897
H -2.14311 1.70519 -2.54738
H -1.81339 3.15133 -1.62365
H -3.34386 2.33299 -1.55401
O -0.05403 -4.27713 0.03227
C -0.75285 -3.81760 0.91733
O -0.59991 -4.07966 2.19189
C 0.52547 -4.94576 2.61098
C 0.42622 -6.49271 2.35501
C -1.70810 -2.68141 0.61000
H 0.53979 -4.68504 3.66924
H 1.51503 -4.63858 2.27259
H -0.60101 -6.77568 2.58488
H 1.12078 -7.07527 2.96024
H 0.66487 -6.79641 1.33574
H -1.36894 -1.68734 0.90138
H -2.66015 -2.87479 1.10426
H -1.90751 -2.63528 -0.46061
O -7.68364 0.24637 -0.36705
C -7.96460 0.23085 -1.54015
O -7.25284 0.94503 -2.48728
C -6.10012 1.72205 -2.07488
C -5.42436 2.41704 -3.37436
C -9.20847 -0.42921 -2.15739
H -5.43088 1.13617 -1.44484
H -6.50499 2.57845 -1.53567
H -6.04268 2.54080 -4.26344
H -4.61311 1.82467 -3.79754
H -4.86021 3.30392 -3.08581
H -9.29555 -1.39854 -1.66653
H -9.14855 -0.35295 -3.24306
H -10.04070 0.23643 -1.92843
```